1.
The following is a quantum chemistry calculation of a single C25H29N5O3 molecule, from the Open Molecules 2025 dataset.

E_tot = -1469.58828 Ha
Largest force on an atom = 0.6 eV/A
SMILES = CN(Cc1nccn1C)C(=O)C[C@@H]1C(=O)NCCN1Cc1cccc(Oc2ccccc2)c1
HOMO-LUMO gap = 8.898 eV
ΔE to the lowest compared entry with this formula, charge and spin = 212.9 kJ/mol
E_HOMO = -8.25 eV
Charge = 0

Last column: Mulliken charge in e.
Element x y z (Å)
O (-2.37641, 2.00539, -4.41721)  -0.485
O (0.25691, -1.24272, 2.13813)  -0.831
O (-1.08507, 1.26782, 0.90856)  -0.720
N (3.47866, -1.20477, 5.63508)  -0.695
N (-1.84210, -0.60972, -0.04475)  0.128
N (0.70109, -1.20501, -1.10175)  0.484
N (1.84869, -0.01784, 3.13055)  0.151
N (2.23505, -2.83423, 4.81512)  0.224
C (1.15659, -0.41809, 2.04752)  0.854
C (2.99646, 0.85709, 3.10838)  -1.146
C (-1.91837, 4.95065, -1.53243)  -0.610
C (-1.66707, -1.86026, -0.74593)  -0.566
C (-1.92093, 5.26649, -2.88119)  -0.425
C (-2.22938, 2.63529, -2.07733)  -0.168
C (-0.71740, 0.48388, -3.52194)  0.446
C (-0.87130, 0.27487, 0.23645)  -0.402
C (1.56345, 0.22177, 0.73314)  -1.840
C (1.43233, -0.47039, 4.45258)  -1.286
C (-2.19888, 2.94883, -3.43125)  0.209
C (3.31902, -3.41286, 5.41092)  -0.245
C (-0.18868, -2.25981, -0.68169)  -0.596
C (-2.51399, -0.28870, -4.92528)  -0.796
C (0.50619, 0.03900, -0.38349)  0.842
C (-2.05485, 4.27213, -3.83254)  -0.616
C (-2.01075, -1.57275, -4.84190)  -0.598
C (-0.88817, -1.83851, -4.07709)  -0.524
C (-0.23417, -0.81107, -3.40505)  0.816
C (4.07575, -2.39153, 5.90780)  -0.654
C (2.37340, -1.49415, 4.98809)  0.735
C (1.15560, -3.53442, 4.17434)  -0.604
C (-1.86984, 0.74716, -4.25502)  -0.074
C (-2.07684, 3.63404, -1.13369)  -0.538
C (0.96228, -1.10671, -2.52855)  -1.993
H (-1.79835, 5.72898, -0.79418)  0.395
H (3.45679, -4.47453, 5.42890)  0.411
H (1.72163, -0.33186, -2.66687)  0.424
H (-2.27850, -2.62924, -0.26591)  0.522
H (-0.01097, -3.14443, -1.29428)  0.501
H (3.63401, 0.64547, 2.25175)  0.358
H (3.57019, 0.67591, 4.01728)  0.490
H (0.72442, -2.91786, 3.38463)  0.159
H (1.40002, -2.06302, -2.83280)  0.491
H (5.00467, -2.43245, 6.43957)  0.425
H (-2.72956, -0.43442, 0.40486)  0.339
H (1.53334, -4.45918, 3.73955)  0.341
H (2.50442, -0.21465, 0.39242)  0.386
H (2.69332, 1.90769, 3.07921)  0.286
H (-1.99915, -1.75254, -1.78620)  0.107
H (1.42917, 0.39127, 5.12491)  0.483
H (1.70303, 1.28893, 0.90410)  0.545
H (-3.39375, -0.06640, -5.50806)  0.473
H (-0.19683, 1.30508, -3.05114)  0.659
H (0.65419, 0.87226, -1.07848)  0.254
H (0.37423, -3.78079, 4.89857)  0.257
H (0.42072, -0.86951, 4.36343)  0.406
H (0.05110, -2.48686, 0.36037)  0.085
H (-2.07151, 3.36590, -0.08832)  0.463
H (-0.51280, -2.84900, -4.00485)  0.371
H (-2.05107, 4.50083, -4.88708)  0.421
H (-1.80838, 6.29297, -3.19792)  0.383
H (-2.37055, 1.61224, -1.76125)  0.694
H (-2.50496, -2.37483, -5.36973)  0.389

---

2.
The following is a quantum chemistry calculation of a molecular structure, C25H30Br2CaIN2O6 at a distorted geometry, from the Open Molecules 2025 dataset.

E_tot = -7654.64403 Ha
Largest force on an atom = 3.7 eV/A
HOMO-LUMO gap = 5.232 eV
ΔE to the lowest compared entry with this formula, charge and spin = 243.0 kJ/mol
E_HOMO = -7.99 eV
Charge = +1

Last column: Mulliken charge in e.
Element x y z (Å)
I (-1.91999, 5.18034, 2.80691)  0.109
Br (-0.27296, -4.34698, -1.37551)  -0.209
Br (1.92095, -2.23390, -6.17091)  -0.232
Ca (-0.33812, -0.60046, 0.90863)  2.119
O (1.33295, 0.10799, -0.19285)  0.605
O (-1.58954, 0.78752, -0.26913)  0.475
O (-0.56874, -1.53735, -0.75220)  -0.577
O (1.50208, -1.56212, 1.57060)  -0.347
O (-0.63705, -1.24142, 3.19154)  -0.356
O (-2.31412, -1.38328, 1.19318)  -0.094
N (0.10578, 1.45412, 1.97265)  0.548
N (0.05049, 0.86261, -2.13149)  1.362
C (0.21833, 1.98853, -3.09542)  1.008
C (1.12127, 0.50984, -4.80164)  -1.895
C (-1.37368, 0.92845, -1.65708)  -1.359
C (-0.76689, 2.44855, 2.13190)  -0.067
C (0.16551, -2.87412, -2.50748)  -0.058
C (0.83988, -0.62181, -4.03017)  1.318
C (0.88086, 3.93349, 3.03900)  -0.169
C (1.79607, 2.90155, 2.86323)  -1.225
C (-3.10539, -0.23081, 1.32595)  -0.569
C (2.18277, -2.01305, 0.41603)  -0.652
C (-0.43136, 3.68642, 2.65134)  -0.723
C (-1.80871, -1.98186, 3.48311)  -0.638
C (0.74869, -3.05724, -3.74341)  -0.401
C (1.37051, 1.69670, 2.33710)  -0.324
C (0.07492, 3.38270, -2.54362)  -2.026
C (2.42236, -0.76890, -0.44340)  -0.666
C (-2.95937, 0.53056, 0.01179)  -0.899
C (-0.07726, -1.60442, -1.94524)  -0.475
C (0.57973, -1.74854, 3.68869)  -0.849
C (1.08257, -1.94499, -4.47899)  -0.059
C (1.11445, 1.12744, -1.09397)  -1.640
C (0.79417, 1.76073, -4.30987)  -0.971
C (0.27530, -0.48871, -2.73263)  -0.464
C (1.31705, -2.51300, 2.59344)  -0.522
C (-2.47631, -2.38656, 2.16096)  -0.835
H (0.81190, 2.01608, -0.53257)  0.535
H (1.55482, -2.73372, -0.11923)  -0.033
H (1.53769, 0.40908, -5.78462)  0.350
H (-1.78531, 2.26041, 1.82549)  0.066
H (3.35403, -0.26182, -0.15670)  0.556
H (-1.78749, 1.89388, -1.98463)  0.727
H (2.06764, 0.88560, 2.19028)  0.545
H (0.71043, -3.35356, 2.22920)  0.259
H (1.18031, -0.87855, 3.97214)  0.289
H (-2.76821, 0.37544, 2.17516)  0.280
H (2.02750, 1.34409, -1.66556)  0.692
H (-3.53602, -2.61989, 2.32859)  0.568
H (-2.47583, -1.33913, 4.07079)  0.265
H (2.28084, -2.88458, 2.96690)  0.487
H (-4.16127, -0.49972, 1.47082)  0.561
H (-3.51882, 1.47668, 0.06201)  0.316
H (2.83131, 3.04693, 3.13129)  0.493
H (-1.59481, -2.87378, 4.07908)  0.506
H (-1.97139, -3.26077, 1.73846)  0.300
H (1.04200, 3.80608, -2.25645)  0.293
H (2.48342, -1.05642, -1.49710)  0.319
H (0.42236, -2.37041, 4.57326)  0.596
H (0.97372, 2.62444, -4.92918)  0.474
H (3.13511, -2.49149, 0.67860)  0.640
H (-1.89141, 0.12505, -2.19474)  0.451
H (-0.58170, 3.46147, -1.67677)  0.256
H (-3.38776, -0.10085, -0.77772)  0.509
H (-0.32907, 4.02017, -3.32754)  0.524
H (0.94340, -4.05134, -4.11862)  0.478
H (1.17539, 4.88260, 3.45831)  0.456

---

3.
The following is a quantum chemistry calculation of a molecular structure, C25H30BrInN2O2S4, from the Open Molecules 2025 dataset.

E_tot = -5587.08014 Ha
Largest force on an atom = 0.4 eV/A
HOMO-LUMO gap = 6.882 eV
ΔE to the lowest compared entry with this formula, charge and spin = 72.2 kJ/mol
E_HOMO = -12.91 eV
Charge = +2

Last column: Mulliken charge in e.
Element x y z (Å)
In (-0.40086, -0.04549, 0.34215)  1.041
Br (5.60119, -0.73196, 4.45591)  -0.138
S (-0.36327, 2.30542, 2.25281)  0.190
S (-2.98192, 1.21190, 0.42981)  0.139
S (-0.58790, 1.67356, -1.83594)  0.275
S (2.10918, 1.24875, 0.21693)  0.372
O (-0.03076, -0.60872, 2.30726)  -0.901
O (0.63800, -0.71452, -2.67255)  -0.280
N (0.93452, -1.87146, 0.13853)  0.252
N (-1.66953, -1.83577, -0.35623)  -0.152
C (-1.73635, 2.98597, -1.36856)  -0.519
C (0.62739, -4.75826, -2.23679)  -1.132
C (3.56514, -1.34660, 2.58744)  -0.627
C (0.85056, 3.44260, 1.54791)  -0.653
C (1.22435, -0.62754, 2.73819)  0.429
C (1.97460, -2.06742, 0.87539)  -0.121
C (3.85207, -0.71004, 3.76198)  -0.398
C (0.93180, 2.65571, -1.95710)  -0.953
C (2.83078, -0.06001, 4.46452)  -0.441
C (-3.67073, -2.96342, -1.04817)  -1.208
C (-0.72943, -4.80823, -2.36824)  -0.900
C (-3.06634, 2.41283, -0.91256)  -1.084
C (2.17628, 1.95852, -1.43694)  -1.009
C (-2.94890, -3.88943, -1.74252)  -0.612
C (1.23305, -3.77773, -1.42124)  -0.432
C (1.54548, -0.02942, 3.96595)  -0.260
C (-1.90758, 3.22944, 2.11438)  -0.828
C (2.15768, 2.69293, 1.31689)  -1.064
C (-3.06151, 2.25498, 1.90975)  -1.054
C (-0.30361, -1.02440, -3.71575)  -0.744
C (-1.53781, -3.84736, -1.71440)  1.381
C (0.47632, -2.83835, -0.78332)  -0.301
C (-2.98998, -1.93222, -0.38715)  -0.080
C (-0.92772, -2.82739, -0.96246)  0.458
C (2.26451, -1.29682, 2.04982)  0.067
H (2.53732, 2.29002, 2.25751)  0.332
H (-3.72293, 3.21477, -0.57445)  0.557
H (0.45755, 3.87567, 0.63036)  0.189
H (-0.16358, -2.04595, -4.06903)  0.329
H (-1.83693, 3.96267, 1.31352)  0.392
H (-2.07498, 3.76769, 3.04658)  0.524
H (4.34405, -1.88465, 2.05881)  0.529
H (3.00776, 2.66380, -1.45209)  0.652
H (-1.30070, -0.93692, -3.28668)  0.198
H (-1.20212, -5.58784, -2.95299)  0.456
H (2.45007, 1.12229, -2.07795)  0.304
H (2.91455, 3.36658, 0.91498)  0.607
H (1.03218, 4.25001, 2.25750)  0.569
H (-1.27787, 3.61680, -0.61229)  -0.033
H (-4.00853, 2.79190, 1.86286)  0.558
H (-3.12599, 1.54739, 2.73769)  0.432
H (-3.55006, -1.16288, 0.11866)  0.717
H (2.30964, -3.78717, -1.29667)  0.471
H (1.51792, -0.93849, -2.99344)  0.245
H (1.24988, -5.49127, -2.73356)  0.447
H (2.62699, -2.91565, 0.66765)  0.404
H (-4.75122, -2.99402, -1.01544)  0.465
H (-3.44438, -4.67660, -2.30013)  0.493
H (0.75758, 3.59418, -1.43655)  0.506
H (-1.90723, 3.58817, -2.26140)  0.569
H (-3.57122, 1.90140, -1.73243)  0.477
H (3.05293, 0.40638, 5.41585)  0.464
H (1.07163, 2.88372, -3.01322)  0.589
H (-0.21893, -0.33002, -4.55091)  0.358
H (0.74794, 0.44794, 4.52159)  0.487

---

largest force on an atom of number 2 (C25H30Br2CaIN2O6)?
3.7 eV/A

---

Among the records above, which one has the highest charge?
C25H30BrInN2O2S4

---

Look up the HOMO-LUMO gap of the first one.
8.898 eV